DFT (ωB97M-V with the def2-TZVPD basis set) results for C41H33AuN6Se as an isolated structure.

Calculated values
Energy relative to the best compared isomer or geometry (same formula, charge and spin) = 12.4 kcal per mole
Charge = -2
HOMO-LUMO gap (spin up / spin down) = 4.7 / 4.1 eV
Energy = -121029.6178 eV
Multiplicity = 3
<S²> = 2.0513

```
82
Properties=species:S:1:pos:R:3:lowdin_spin:R:1
Au -0.111 0.288 -0.847 0.002
N 3.012 -2.798 -10.153 0.028
C 2.637 -2.509 -9.102 0.011
C 2.171 -2.153 -7.796 0.051
C 1.653 -0.878 -7.548 0.002
C 1.205 -0.542 -6.289 0.041
C 1.263 -1.452 -5.214 0.036
C 1.783 -2.732 -5.491 0.042
C 2.224 -3.078 -6.750 -0.002
C 0.789 -1.076 -3.888 0.261
C 1.587 -1.425 -2.745 0.007
C 2.836 -2.069 -2.709 0.095
C 3.182 -2.242 -1.359 0.021
C 2.159 -1.682 -0.619 0.083
N 1.203 -1.179 -1.444 0.031
C -0.485 -0.430 -3.809 0.014
C -1.462 -0.337 -4.819 0.102
C -2.575 0.310 -4.271 0.030
C -2.258 0.593 -2.951 0.098
N -1.011 0.146 -2.673 0.025
H 1.617 -0.152 -8.351 -0.001
H 0.816 0.449 -6.104 0.000
H 1.802 -3.466 -4.698 0.001
H 2.600 -4.076 -6.940 -0.001
H 3.421 -2.372 -3.561 0.006
H 4.064 -2.725 -0.967 -0.001
H 2.044 -1.627 0.452 0.006
H -1.371 -0.733 -5.818 0.005
H -3.505 0.547 -4.764 0.000
H -2.832 1.096 -2.190 0.006
Se 0.727 0.024 5.130 0.395
N -0.729 -0.965 4.758 0.342
C -1.121 -1.342 3.509 0.004
C -2.201 -2.258 3.489 0.059
C -2.696 -2.782 2.320 -0.008
C -2.110 -2.394 1.119 0.080
N -1.124 -1.515 1.084 -0.012
C -0.667 -0.988 2.203 0.068
N 0.327 0.019 2.049 0.001
H -2.613 -2.526 4.453 0.002
H -3.524 -3.480 2.326 -0.003
H -2.441 -2.785 0.164 0.005
C 2.996 1.117 1.806 0.003
C 1.745 1.722 1.146 0.003
C 2.144 2.329 -0.199 0.000
C 1.158 2.827 2.042 0.004
C 0.685 0.640 0.968 0.036
H 3.738 1.909 1.934 0.000
H 3.432 0.341 1.173 0.001
H 2.782 0.696 2.789 0.001
H 2.920 3.080 -0.033 0.000
H 1.290 2.812 -0.674 0.000
H 2.542 1.569 -0.876 0.000
H 1.892 3.632 2.133 0.000
H 0.934 2.457 3.045 0.005
H 0.243 3.224 1.603 0.000
H 0.747 0.292 2.963 0.004
C -1.274 1.711 -0.125 0.001
C -2.061 2.516 0.347 0.002
C -2.936 3.461 0.921 0.002
C -3.436 3.146 2.249 0.000
C -4.654 3.634 2.771 0.001
C -5.113 3.264 4.025 0.000
C -4.397 2.382 4.826 0.001
C -3.204 1.865 4.327 0.000
C -2.741 2.236 3.079 0.000
C -3.260 4.635 0.154 0.000
C -3.794 5.826 0.708 0.001
C -4.058 6.943 -0.066 0.000
C -3.807 6.958 -1.433 0.001
C -3.254 5.810 -1.999 0.000
C -2.986 4.690 -1.238 0.001
H -5.273 4.276 2.160 0.000
H -6.062 3.660 4.374 0.000
H -4.761 2.096 5.806 0.000
H -2.621 1.164 4.916 -0.001
H -1.810 1.817 2.715 0.000
H -3.959 5.886 1.774 0.000
H -4.458 7.830 0.418 0.000
H -4.021 7.834 -2.034 0.000
H -3.030 5.785 -3.061 0.000
H -2.550 3.818 -1.710 0.000
```